Entry 1:
{"formula": "C55H47AsHgN3O3S2", "method": "ωB97M-V/def2-TZVPD", "species": ["Hg", "C", "O", "C", "N", "C", "C", "C", "C", "C", "C", "C", "C", "C", "C", "C", "C", "N", "C", "N", "C", "C", "O", "C", "C", "C", "C", "C", "C", "H", "H", "H", "H", "H", "H", "H", "H", "H", "H", "H", "H", "H", "H", "H", "H", "H", "H", "H", "S", "C", "C", "C", "C", "C", "C", "As", "C", "C", "C", "C", "C", "C", "C", "C", "C", "C", "C", "C", "H", "H", "H", "H", "H", "H", "H", "H", "H", "H", "H", "H", "H", "H", "O", "S", "C", "C", "C", "C", "C", "C", "C", "C", "C", "C", "C", "C", "C", "C", "H", "H", "H", "H", "H", "H", "H", "H", "H", "H", "H", "H", "H", "H"], "coordinates": [[0.52, 0.24, -0.29], [2.86, 0.91, 3.82], [1.85, -0.10, 3.95], [1.29, -0.22, 2.71], [1.66, 0.67, 1.84], [2.52, 1.63, 2.51], [3.73, 2.04, 1.72], [4.38, 3.24, 2.02], [5.53, 3.61, 1.35], [6.03, 2.80, 0.34], [5.39, 1.61, 0.03], [4.25, 1.23, 0.72], [0.35, -1.25, 2.48], [-0.08, -2.14, 3.49], [-1.04, -3.07, 3.22], [-1.61, -3.11, 1.91], [-1.14, -2.23, 0.97], [-0.16, -1.33, 1.20], [-1.73, -2.18, -0.38], [-1.50, -1.26, -1.22], [-2.34, -1.51, -2.39], [-2.91, -2.92, -2.12], [-2.58, -3.17, -0.73], [-1.57, -1.36, -3.68], [-2.11, -0.65, -4.74], [-1.40, -0.50, -5.92], [-0.14, -1.07, -6.05], [0.40, -1.78, -4.99], [-0.30, -1.92, -3.81], [3.84, 0.42, 3.76], [2.82, 1.55, 4.70], [1.94, 2.55, 2.72], [3.96, 3.88, 2.79], [6.02, 4.54, 1.60], [6.92, 3.10, -0.20], [5.77, 0.98, -0.77], [3.74, 0.31, 0.46], [0.36, -2.06, 4.47], [-1.38, -3.75, 3.98], [-2.39, -3.81, 1.64], [-3.15, -0.77, -2.40], [-2.43, -3.69, -2.73], [-3.99, -2.99, -2.23], [-3.09, -0.20, -4.64], [-1.82, 0.07, -6.74], [0.42, -0.93, -6.96], [1.40, -2.20, -5.07], [0.15, -2.44, -2.97], [2.29, 0.12, -2.01], [1.79, 0.97, -3.47], [2.58, 0.74, -4.61], [2.33, 1.39, -5.80], [1.26, 2.27, -5.91], [0.48, 2.52, -4.80], [0.74, 1.89, -3.58], [-0.33, 2.28, -2.01], [-1.77, 3.37, -2.74], [-2.96, 2.72, -3.04], [-4.03, 3.42, -3.59], [-3.91, 4.78, -3.82], [-2.72, 5.44, -3.52], [-1.65, 4.73, -2.98], [0.75, 3.65, -1.13], [0.16, 4.45, -0.15], [0.93, 5.35, 0.58], [2.29, 5.45, 0.34], [2.88, 4.65, -0.63], [2.12, 3.76, -1.36], [3.40, 0.04, -4.53], [2.96, 1.19, -6.66], [1.05, 2.78, -6.84], [-0.34, 3.22, -4.88], [-3.06, 1.66, -2.85], [-4.95, 2.91, -3.82], [-4.74, 5.33, -4.24], [-2.63, 6.50, -3.70], [-0.73, 5.25, -2.75], [-0.90, 4.37, 0.04], [0.46, 5.98, 1.33], [2.89, 6.14, 0.91], [3.95, 4.71, -0.80], [2.60, 3.13, -2.11], [-1.37, 1.53, 1.10], [-1.66, 2.50, 2.20], [-2.52, 1.56, 3.51], [-2.18, 2.05, 4.89], [-3.01, 2.94, 5.56], [-2.66, 3.41, 6.82], [-1.49, 2.99, 7.42], [-0.66, 2.09, 6.76], [-1.01, 1.62, 5.50], [-3.07, 3.43, 1.55], [-3.64, 4.38, 2.56], [-4.98, 4.29, 2.93], [-5.50, 5.14, 3.90], [-4.68, 6.07, 4.52], [-3.35, 6.16, 4.16], [-2.83, 5.33, 3.18], [-2.15, 0.55, 3.33], [-3.59, 1.59, 3.31], [-3.92, 3.28, 5.10], [-3.32, 4.10, 7.33], [-1.22, 3.35, 8.41], [0.25, 1.74, 7.23], [-0.38, 0.90, 5.00], [-3.81, 2.70, 1.22], [-2.66, 3.94, 0.67], [-5.61, 3.56, 2.45], [-6.55, 5.06, 4.17], [-5.09, 6.72, 5.28], [-2.71, 6.89, 4.64], [-1.78, 5.40, 2.91]], "spin_multiplicity": 2, "gap_ev": [5.566, 7.714], "e_homo_ev": [-5.12, -7.28], "total_charge": 0}

Entry 2:
{"formula": "C55H47Cl2N2O3P2SSeV", "method": "ωB97M-V/def2-TZVPD", "species": ["V", "O", "S", "C", "C", "C", "C", "C", "C", "C", "C", "C", "C", "P", "C", "C", "C", "C", "C", "C", "C", "C", "C", "C", "C", "C", "C", "C", "C", "C", "C", "C", "C", "C", "C", "C", "C", "C", "P", "C", "C", "C", "C", "C", "C", "C", "C", "C", "C", "C", "C", "C", "C", "H", "H", "H", "H", "H", "H", "H", "H", "H", "H", "H", "H", "H", "H", "H", "H", "H", "H", "H", "H", "H", "H", "H", "H", "H", "H", "H", "H", "H", "H", "H", "H", "H", "H", "H", "H", "Cl", "C", "Cl", "H", "H", "Se", "C", "N", "O", "C", "O", "C", "N", "C", "C", "C", "H", "H", "H", "H", "H", "H", "H", "H", "H"], "coordinates": [[0.62, -0.76, 0.44], [-1.57, 2.82, -1.01], [-1.14, 1.42, -1.18], [-1.34, 1.21, -2.97], [-2.51, 1.62, -3.57], [-2.66, 1.70, -4.96], [-1.56, 1.46, -5.74], [-1.34, 1.54, -7.22], [0.18, 1.38, -7.41], [0.72, 1.11, -6.04], [1.99, 0.93, -5.57], [2.16, 0.70, -4.20], [1.13, 0.65, -3.28], [1.64, 0.02, -1.61], [2.93, 1.26, -1.26], [2.63, 2.59, -1.54], [3.53, 3.59, -1.23], [4.73, 3.27, -0.61], [5.03, 1.96, -0.31], [4.13, 0.95, -0.62], [2.44, -1.46, -2.38], [1.52, -2.40, -2.85], [1.95, -3.52, -3.54], [3.30, -3.71, -3.78], [4.22, -2.78, -3.33], [3.80, -1.66, -2.62], [-0.18, 0.95, -3.73], [-0.33, 1.15, -5.12], [-2.63, 0.55, -0.61], [-3.52, -0.11, -1.42], [-4.86, -0.31, -1.06], [-5.31, 0.23, 0.12], [-6.68, 0.35, 0.73], [-6.45, 1.10, 2.06], [-4.97, 1.28, 2.17], [-4.15, 1.82, 3.13], [-2.76, 1.79, 2.93], [-2.16, 1.36, 1.76], [-0.34, 1.13, 1.65], [0.38, 2.78, 1.33], [1.77, 2.88, 1.49], [2.38, 4.11, 1.52], [1.62, 5.26, 1.34], [0.25, 5.17, 1.16], [-0.37, 3.93, 1.18], [0.10, 1.13, 3.45], [0.18, 2.33, 4.16], [0.48, 2.33, 5.51], [0.72, 1.14, 6.18], [0.64, -0.05, 5.49], [0.33, -0.06, 4.14], [-3.00, 0.90, 0.71], [-4.37, 0.80, 0.99], [-3.33, 1.93, -2.93], [-3.61, 1.98, -5.38], [-1.71, 2.49, -7.63], [-1.89, 0.75, -7.73], [0.62, 2.29, -7.82], [0.43, 0.57, -8.10], [2.86, 0.93, -6.22], [3.17, 0.54, -3.84], [1.68, 2.83, -2.01], [3.29, 4.61, -1.45], [5.42, 4.06, -0.34], [5.96, 1.71, 0.18], [4.37, -0.07, -0.36], [0.47, -2.24, -2.67], [1.22, -4.24, -3.90], [3.63, -4.57, -4.35], [5.27, -2.92, -3.53], [4.53, -0.94, -2.31], [-3.19, -0.45, -2.39], [-5.52, -0.83, -1.74], [-7.12, -0.63, 0.89], [-7.35, 0.90, 0.06], [-6.85, 0.54, 2.91], [-6.95, 2.07, 2.05], [-4.54, 2.22, 4.05], [-2.15, 2.13, 3.75], [2.36, 1.98, 1.64], [3.44, 4.18, 1.69], [2.10, 6.23, 1.36], [-0.34, 6.06, 1.02], [-1.44, 3.86, 1.07], [0.01, 3.27, 3.66], [0.54, 3.28, 6.03], [0.96, 1.15, 7.23], [0.81, -0.98, 6.01], [0.26, -1.00, 3.61], [1.91, -2.98, 0.20], [3.18, -2.25, 1.18], [2.58, -0.67, 1.71], [4.07, -2.14, 0.57], [3.38, -2.86, 2.06], [-2.40, -3.61, -1.43], [-1.43, -2.32, -0.85], [-0.77, -1.41, -0.50], [-2.07, -3.27, 2.81], [-0.80, -3.26, 2.49], [-0.22, -2.29, 2.04], [-0.04, -4.55, 2.81], [-0.97, -5.56, 3.29], [-0.37, -6.25, 4.44], [1.06, -5.71, 4.57], [0.93, -4.31, 3.98], [0.52, -4.86, 1.91], [-1.23, -6.21, 2.56], [-2.28, -4.15, 3.20], [-0.39, -7.34, 4.31], [-0.95, -6.01, 5.33], [1.75, -6.30, 3.96], [1.42, -5.70, 5.59], [1.88, -3.89, 3.66], [0.47, -3.64, 4.71]], "spin_multiplicity": 2, "gap_ev": [7.002, 6.872], "e_homo_ev": [-9.44, -9.08], "total_charge": 1, "de_lowest_ev": 1.963}